Computed, not measured: the molecule C4H6NO2P in a non-equilibrium geometry, with ωB97M-V with the def2-TZVPD basis set.

Each line ends with the Löwdin charge.
Positions of all 14 atoms, in Å:
O1 -1.8022 0.8384 -0.9771  -0.403
C1 0.8629 1.5050 0.2616  -0.143
H1 -2.9422 -0.8448 1.1356  0.072
O2 -0.0848 0.8624 1.0811  -0.183
H2 2.1434 -1.0518 -1.4357  0.119
H3 -1.5042 -0.8667 2.2065  0.059
H4 2.3535 1.3221 -1.1174  0.121
P1 -1.0276 -0.1085 0.1340  0.638
H5 0.9753 2.5555 0.3445  0.119
C2 1.5246 0.7951 -0.6251  -0.129
N1 -1.9306 -0.9457 1.2867  -0.067
C3 1.2591 -0.5592 -0.9816  -0.154
H6 0.0369 -2.2814 -0.6508  0.071
C4 0.1361 -1.2202 -0.6623  -0.120

Values from the calculation:
ΔE to the lowest compared entry with this formula, charge and spin = 15.45 kcal per mole
total energy = -19119.03979 eV
orbital gap = 9.4 eV
total charge = 0

=====

Computed, not measured: a cluster of 4 separate species, CH9NO3 in total in a non-equilibrium geometry, with ωB97M-V with the def2-TZVPD basis set.

Each line ends with the Mulliken spin population.
Positions of all 14 atoms, in Å:
H1 1.9258 0.2540 2.6053  -0.360
H2 1.3177 0.5922 -0.2525  0.017
H3 -1.1889 -2.9704 -2.3771  -0.121
O1 0.0378 2.9622 0.9323  0.611
H4 -1.6529 -2.3912 0.5110  -0.076
O2 1.1888 0.2153 1.9738  0.708
H5 1.2016 0.2493 -1.6995  -0.266
H6 0.5411 3.3982 0.2260  -0.077
H7 -1.8302 -1.3725 -1.6803  -0.197
O3 0.7698 0.8123 -1.0298  0.389
H8 -0.4465 2.2631 0.4693  -0.194
N1 -1.1760 -2.7408 -0.3148  0.140
H9 0.7582 1.0753 2.1199  -0.044
C1 -1.4464 -2.3472 -1.4835  0.470

Values from the calculation:
ΔE to the lowest compared entry with this formula, charge and spin = 27.43 kcal per mole
total energy = -8813.46240 eV
orbital gap (spin up / spin down) = 2.9 / 10.3 eV
multiplicity = 2
⟨S²⟩ = 0.750
total charge = -1

=====

Computed, not measured: a structure of composition C5H17Cd2O9 in a non-equilibrium geometry, with ωB97M-V with the def2-TZVPD basis set.

Each line ends with the Löwdin charge.
Positions of all 33 atoms, in Å:
H1 -2.5267 5.5783 -2.2548  0.130
H2 0.3714 -4.3978 4.3725  -0.110
H3 6.5076 -0.0839 0.4035  0.078
C1 -2.6832 4.4998 -2.2355  -0.050
H4 -5.5227 -2.9961 -2.8598  0.031
C2 -4.7033 3.7910 -1.4426  -0.537
H5 5.9194 0.8349 1.7927  0.075
H6 1.1055 -3.8884 -3.9972  0.038
O1 -4.1217 4.3972 -2.4565  0.072
O2 0.3250 -4.5434 3.4075  -0.458
O3 0.5302 0.6485 2.8723  -0.087
H7 7.3101 -0.1606 1.9787  0.084
O4 4.1162 -1.3034 0.8456  -0.076
O5 0.6458 -3.7325 -3.1723  -0.113
Cd1 -1.8007 -2.2573 3.5208  1.191
H8 0.1323 -2.9402 -3.3297  0.032
H9 -2.2153 4.6695 -0.1023  0.135
O6 -5.9151 3.4240 -1.3563  0.084
C3 -2.5356 3.9066 -0.8119  -0.157
C4 6.3416 -0.1201 1.4801  -0.089
C5 5.2751 -1.1833 1.6747  -0.351
H10 0.4181 1.5967 2.9395  0.035
H11 -2.1739 3.9888 -3.0526  0.130
O7 -3.7916 3.5337 -0.5245  0.060
H12 -4.5805 -2.6864 -1.7159  0.020
H13 4.9599 -0.9865 2.6994  0.123
H14 1.2798 0.5363 2.2876  0.029
H15 5.8124 -2.1225 1.8063  0.134
O8 -5.1660 -3.3651 -2.0518  -0.055
Cd2 1.0829 -4.2377 0.1957  1.087
H16 -1.9640 2.9791 -0.7797  0.132
H17 -1.1023 -1.3218 -0.3674  -0.092
O9 -1.3306 -2.0572 0.2339  -0.528

Values from the calculation:
total energy = -32996.32565 eV
orbital gap = 2.9 eV
total charge = +1

=====

Computed, not measured: the molecule C5H7N3 in a non-equilibrium geometry, with ωB97M-V with the def2-TZVPD basis set.

Each line ends with the Löwdin charge.
Positions of all 15 atoms, in Å:
N1 -2.7451 -0.0182 0.0208  0.092
H1 -2.5831 -1.0413 0.0599  0.040
N2 -0.4020 0.0345 0.0808  -0.095
C1 1.1966 1.9785 -0.0646  0.048
C2 -1.6344 0.5942 0.0112  -0.265
C3 0.7653 0.7224 0.0455  -0.285
H2 2.6056 -0.3797 -0.7046  0.106
H3 2.5287 -0.6544 0.8556  0.080
H4 -1.6404 1.6806 -0.0153  0.115
N3 -0.2556 -1.3511 -0.1566  0.110
H5 2.1822 2.3888 -0.1631  0.059
H6 0.3448 2.6520 -0.0530  0.042
C4 0.9704 -1.6532 -0.0017  -0.106
C5 1.8803 -0.4089 0.0854  -0.062
H7 1.3115 -2.7005 -0.0496  0.120

Values from the calculation:
ΔE to the lowest compared entry with this formula, charge and spin = 76.62 kcal per mole
total energy = -9766.06496 eV
orbital gap = 9.2 eV
total charge = 0

=====

Computed, not measured: a cluster of 2 separate species, C4H13NOS in total in a non-equilibrium geometry, with ωB97M-V with the def2-TZVPD basis set.

Each line ends with the Löwdin charge.
Positions of all 20 atoms, in Å:
H1 0.0233 3.3986 -2.1374  0.015
C1 -0.5364 -0.0097 0.4887  -0.481
H2 -2.0341 -1.2223 1.6557  0.067
N1 -1.0311 -0.1456 -0.8576  0.038
C2 1.5675 -1.3062 -0.1819  -0.519
H3 1.1195 2.6073 -1.3171  -0.059
C3 0.5017 -1.1030 0.9024  -0.232
O1 0.6182 3.4064 -1.4087  -0.053
S1 2.2452 0.2601 -0.9094  0.709
H4 -1.2969 0.0431 2.5158  0.074
C4 -1.6950 -0.1845 1.5211  -0.087
H5 -0.0612 -2.0220 1.0465  0.106
H6 2.4842 -1.7852 0.1398  0.046
H7 -0.1166 0.9613 0.7392  0.114
H8 1.7550 0.0416 -2.1378  -0.134
H9 -1.2803 -1.0994 -1.0505  0.075
H10 -1.7710 0.4694 -1.1214  0.069
H11 1.0439 -0.7090 1.7646  0.114
H12 1.0811 -1.9413 -0.9246  0.070
H13 -2.6173 0.3405 1.2726  0.068

Values from the calculation:
ΔE to the lowest compared entry with this formula, charge and spin = 19.50 kcal per mole
total energy = -18731.16536 eV
orbital gap = 9.7 eV
total charge = 0

=====

Computed, not measured: a structure of composition C6H9BrO4S in a non-equilibrium geometry, with ωB97M-V with the def2-TZVPD basis set.

Each line ends with the Löwdin charge.
Positions of all 21 atoms, in Å:
C1 -0.1244 -0.6045 0.2358  -0.191
O1 -0.5811 -2.6094 1.0738  -0.143
C2 -1.2636 1.0311 -1.1175  -0.002
C3 1.1012 0.3053 -1.6191  -0.082
Br1 0.3999 -2.7787 -1.4240  0.988
H1 -1.3002 1.6973 -1.9660  0.087
H2 -1.8065 1.5154 -0.3222  0.080
H3 1.6682 1.2357 0.7762  0.107
H4 0.8631 2.5753 -0.2218  0.110
C4 -0.0341 -1.8900 0.0829  -0.821
C5 0.7239 1.7031 0.4583  0.010
O2 -0.8724 -0.3906 1.6244  -0.128
H5 0.6897 -0.0546 -2.5438  0.073
S1 -0.5246 -1.6539 2.3815  0.558
H6 1.8741 -0.2585 -1.1754  0.066
O3 -1.6753 -1.9251 3.1659  -0.205
H7 1.6009 1.2295 -1.8460  0.082
C6 0.1069 0.6327 -0.5044  -0.545
H8 -1.7032 0.0103 -1.2252  0.107
H9 0.0849 1.8226 1.2319  0.039
O4 0.7726 -1.5931 2.9346  -0.189

Values from the calculation:
ΔE to the lowest compared entry with this formula, charge and spin = 0.00 kcal per mole
total energy = -95432.91392 eV
orbital gap = 10.3 eV
total charge = 0

=====

Computed, not measured: the molecule C5H8INO3S in a non-equilibrium geometry, with ωB97M-V with the def2-TZVPD basis set.

Each line ends with the Löwdin charge.
Positions of all 19 atoms, in Å:
C1 -1.4928 -0.9494 -0.1926  -0.692
H1 2.2325 1.2208 -0.2210  0.074
C2 2.4359 0.2714 0.2749  -0.140
H2 -2.5487 0.1478 -1.6456  0.133
C3 -1.0517 1.2492 -0.8346  -0.470
O1 1.1044 -0.9380 -1.6227  -0.286
I1 -3.2807 -1.0487 1.0740  0.803
H3 -0.2330 -0.9218 1.5964  0.119
C4 -0.2893 -0.4491 0.6145  -0.395
H4 3.3896 -0.1464 -0.0550  0.080
O2 1.6495 -2.1876 0.4600  -0.315
C5 -0.5405 1.0593 0.5808  -0.098
O3 -0.9515 2.2186 -1.5268  0.120
H5 2.4080 0.3818 1.3605  0.080
H6 0.2905 1.7207 0.8202  0.117
S1 1.2595 -0.9631 -0.1955  0.631
N1 -1.6265 0.0210 -1.2465  0.045
H7 -1.4127 -1.9822 -0.5314  0.085
H8 -1.3428 1.2954 1.2904  0.108

Values from the calculation:
ΔE to the lowest compared entry with this formula, charge and spin = 2.99 kcal per mole
total energy = -31882.96649 eV
orbital gap = 9.9 eV
total charge = 0

=====

Computed, not measured: a structure of composition C20H15CeN3O2 in a non-equilibrium geometry, with ωB97M-V with the def2-TZVPD basis set.

Each line ends with the Löwdin charge.
Positions of all 41 atoms, in Å:
H1 -4.7461 -2.5922 2.5140  0.142
C1 -4.3053 -1.2371 0.9249  0.005
N1 1.8727 0.7924 -0.6035  -0.081
H2 1.7847 1.9487 -2.3154  0.137
C2 2.6387 0.1986 0.3626  -0.117
C3 -0.2515 -1.4197 2.1368  -0.166
C4 -3.2965 -0.4790 0.3245  -0.070
C5 4.6242 1.1620 -0.6760  0.059
C6 3.8248 1.7277 -1.6353  0.003
H3 2.5115 -1.8209 3.1070  0.090
H4 1.0246 -2.4050 3.5602  0.090
H5 -0.2576 -4.3904 -2.1872  0.113
C7 -2.6538 -2.0782 2.4698  -0.123
C8 2.8806 -1.2029 2.3137  0.032
C9 -3.9864 -2.0151 2.0070  0.059
H6 -3.5334 0.1907 -0.5048  0.141
H7 -0.6637 -3.5748 4.7510  0.129
H8 4.2374 2.3287 -2.4289  0.128
C10 -0.9651 -2.9576 3.9171  -0.022
H9 0.0836 -3.5970 -3.7140  0.120
N2 -2.0310 -0.5090 0.7320  -0.072
H10 5.9225 -0.0849 1.3168  0.131
H11 4.8614 -1.5010 3.0412  0.129
H12 -3.0387 -3.4421 4.0897  0.132
C11 4.2617 -1.0210 2.2817  -0.022
H13 5.6934 1.3133 -0.6892  0.141
C12 -1.6642 -1.3216 1.7695  -0.118
O1 -1.2975 -1.3889 -2.2091  -0.069
C13 0.0197 -2.2593 3.2206  0.033
H14 -5.3082 -1.2070 0.5310  0.129
C14 2.4476 1.5071 -1.5664  -0.071
C15 4.0579 0.3707 0.3465  -0.121
C16 4.8571 -0.2394 1.3271  0.008
C17 -0.3962 -2.2718 -2.1396  -0.594
C18 -2.2855 -2.8827 3.5610  0.008
N3 0.6222 -0.6734 1.3695  -0.043
H15 -1.6018 -3.7109 -3.1602  0.109
C19 -0.5712 -3.5848 -2.8444  0.077
Ce1 -0.2276 -0.2212 -0.7160  1.750
O2 0.6597 -2.0386 -1.4866  -0.038
C20 2.0028 -0.6124 1.4013  -0.168

Values from the calculation:
total energy = -42464.48817 eV
orbital gap (spin up / spin down) = 5.1 / 5.1 eV
total charge = +2